Record 1
{
  "formula": "C40H58N6P2Se2Si2Ti",
  "method": "the ωB97M-V functional and the def2-TZVPD basis",
  "e_above_lowest_ev": 0.0000,
  "e_tot_ev": -239509.5106,
  "spin_multiplicity": 1,
  "e_lumo_ev": -0.42,
  "elements": ["Ti", "C", "P", "C", "N", "C", "C", "C", "C", "C", "C", "N", "C", "P", "C", "C", "C", "C", "C", "C", "C", "C", "C", "H", "H", "H", "H", "H", "H", "H", "H", "H", "H", "H", "H", "H", "H", "H", "H", "H", "H", "H", "H", "H", "H", "H", "H", "H", "H", "H", "H", "C", "Si", "C", "C", "N", "C", "C", "C", "C", "C", "C", "N", "Si", "C", "C", "C", "H", "H", "H", "H", "H", "H", "H", "H", "H", "H", "H", "H", "H", "H", "H", "H", "H", "H", "H", "H", "H", "H", "Se", "Se", "C", "C", "C", "C", "C", "N", "C", "C", "C", "C", "C", "N", "H", "H", "H", "H", "H", "H", "H", "H"],
  "positions_angstrom": [[-0.486, -0.678, -1.006], [2.839, 0.632, 0.578], [1.589, -0.575, 1.145], [1.055, 0.208, 2.740], [1.712, -0.070, 3.833], [1.215, 0.383, 5.016], [1.897, 0.090, 6.219], [1.369, 0.498, 7.411], [0.145, 1.207, 7.453], [-0.526, 1.506, 6.302], [0.007, 1.103, 5.057], [-0.639, 1.431, 3.907], [-0.124, 1.029, 2.778], [-0.952, 1.533, 1.212], [-2.680, 1.659, 1.809], [-0.484, 3.367, 1.129], [-0.542, 4.107, 2.465], [0.926, 3.516, 0.566], [-1.489, 4.009, 0.169], [2.687, -2.013, 1.668], [1.871, -2.984, 2.526], [3.973, -1.650, 2.416], [3.117, -2.684, 0.357], [3.493, 0.954, 1.387], [2.345, 1.494, 0.145], [3.423, 0.168, -0.213], [2.825, -0.462, 6.161], [1.884, 0.275, 8.336], [-0.256, 1.514, 8.410], [-1.460, 2.052, 6.303], [-2.844, 2.581, 2.361], [-2.884, 0.821, 2.472], [-3.355, 1.601, 0.958], [0.240, 3.777, 3.148], [-1.499, 3.995, 2.974], [-0.387, 5.173, 2.272], [1.666, 3.127, 1.268], [1.147, 4.577, 0.416], [1.040, 3.015, -0.395], [-2.485, 4.069, 0.610], [-1.556, 3.449, -0.761], [-1.165, 5.025, -0.073], [1.684, -2.558, 3.511], [2.445, -3.904, 2.664], [0.915, -3.248, 2.076], [3.777, -1.268, 3.412], [4.572, -0.917, 1.874], [4.578, -2.559, 2.496], [2.263, -2.915, -0.271], [3.624, -3.625, 0.585], [3.819, -2.059, -0.198], [4.106, -0.944, -2.762], [2.277, -1.282, -3.113], [2.013, -0.758, -4.901], [2.043, -3.137, -3.040], [1.154, -0.366, -2.075], [1.087, 1.009, -2.399], [2.199, 1.812, -2.663], [2.042, 3.129, -3.064], [0.770, 3.670, -3.177], [-0.344, 2.902, -2.879], [-0.215, 1.565, -2.492], [-1.266, 0.698, -2.161], [-2.894, 0.953, -2.858], [-3.797, -0.621, -3.341], [-2.772, 1.842, -4.517], [-4.031, 1.981, -1.779], [4.668, -1.858, -2.970], [4.362, -0.638, -1.749], [4.482, -0.176, -3.441], [2.894, -1.037, -5.486], [1.875, 0.319, -5.008], [1.156, -1.262, -5.349], [2.995, -3.608, -3.301], [1.307, -3.459, -3.779], [1.737, -3.526, -2.073], [3.192, 1.399, -2.554], [2.914, 3.734, -3.279], [0.642, 4.701, -3.481], [-1.321, 3.358, -2.926], [-3.494, -0.940, -4.339], [-4.853, -0.337, -3.404], [-3.728, -1.469, -2.665], [-1.916, 1.515, -5.113], [-2.747, 2.930, -4.463], [-3.678, 1.571, -5.068], [-4.563, 1.368, -1.052], [-4.768, 2.454, -2.435], [-3.512, 2.776, -1.243], [-0.496, -3.312, -0.234], [-2.958, -1.083, -0.187], [-2.731, -1.642, 1.614], [-3.813, -2.245, 2.266], [-3.673, -2.634, 3.581], [-2.456, -2.423, 4.222], [-1.442, -1.830, 3.499], [-1.563, -1.444, 2.225], [-1.029, -3.370, -2.024], [-1.356, -4.472, -2.814], [-1.551, -4.279, -4.165], [-1.410, -3.005, -4.717], [-1.124, -1.957, -3.871], [-0.968, -2.140, -2.558], [-4.738, -2.401, 1.728], [-4.497, -3.104, 4.102], [-2.297, -2.712, 5.252], [-0.476, -1.647, 3.961], [-1.429, -5.450, -2.360], [-1.793, -5.121, -4.802], [-1.529, -2.833, -5.778], [-1.014, -0.938, -4.219]],
  "atomic_forces_ev_per_a": [[0.3, -0.2, 0.0], [0.0, 0.1, 0.0], [0.0, 0.0, 0.0], [0.0, 0.0, 0.0], [0.0, -0.1, 0.0], [0.0, 0.0, 0.0], [0.0, 0.0, 0.0], [0.0, 0.0, 0.0], [0.0, 0.0, 0.0], [0.0, 0.0, 0.0], [0.1, 0.0, 0.0], [0.0, 0.0, 0.0], [0.0, 0.0, 0.0], [0.0, 0.1, 0.0], [0.0, 0.0, 0.0], [0.0, 0.0, 0.0], [0.0, 0.0, 0.0], [0.0, 0.0, 0.0], [0.0, 0.0, 0.0], [0.0, 0.0, 0.0], [0.0, 0.0, 0.0], [0.0, 0.1, 0.0], [-0.1, 0.0, 0.0], [0.0, 0.0, 0.0], [0.0, 0.0, 0.0], [0.0, 0.0, 0.0], [0.0, 0.0, 0.0], [0.0, 0.0, 0.0], [0.0, 0.0, 0.0], [0.0, 0.0, 0.0], [0.0, 0.0, 0.0], [0.0, 0.0, 0.0], [0.0, 0.0, 0.0], [0.0, 0.0, 0.0], [0.0, 0.0, 0.0], [0.0, 0.0, 0.0], [0.0, 0.0, 0.0], [0.0, 0.0, 0.0], [0.0, 0.0, -0.1], [0.0, 0.0, 0.0], [0.0, 0.0, 0.0], [0.0, 0.0, 0.0], [0.0, 0.0, 0.0], [0.0, 0.0, 0.0], [0.0, 0.0, 0.0], [0.0, 0.0, 0.0], [0.0, 0.0, 0.0], [0.0, 0.0, 0.0], [-0.1, 0.0, 0.0], [0.0, 0.0, 0.0], [0.0, 0.0, 0.0], [0.0, 0.1, 0.0], [-0.1, 0.1, 0.1], [0.0, 0.0, 0.0], [-0.1, 0.0, 0.0], [0.2, -0.1, -0.1], [-0.1, -0.1, 0.0], [0.0, 0.0, 0.0], [0.1, 0.0, 0.0], [0.0, 0.0, 0.0], [0.1, 0.0, 0.1], [0.1, -0.1, 0.1], [-0.5, 0.1, -0.2], [0.2, 0.1, 0.0], [-0.1, 0.0, 0.0], [0.0, 0.0, 0.0], [0.0, 0.0, 0.0], [0.0, 0.0, 0.0], [0.0, 0.0, 0.0], [0.0, 0.0, 0.0], [0.0, 0.0, 0.0], [0.0, 0.0, 0.0], [0.0, 0.0, 0.0], [0.0, 0.0, 0.0], [-0.1, 0.0, 0.0], [0.0, 0.0, 0.0], [0.0, 0.0, 0.0], [0.0, 0.0, 0.0], [0.0, 0.0, 0.0], [0.0, 0.0, 0.0], [0.0, 0.0, 0.0], [0.0, 0.0, 0.0], [0.0, 0.0, 0.0], [0.0, 0.0, 0.0], [0.0, 0.0, 0.0], [0.0, 0.0, 0.0], [0.0, 0.0, 0.0], [0.0, 0.0, 0.0], [0.0, 0.0, 0.0], [0.1, 0.0, 0.0], [-0.1, 0.0, 0.2], [0.0, -0.1, -0.1], [0.0, 0.0, 0.0], [0.0, 0.0, 0.0], [0.0, 0.0, 0.0], [0.0, 0.0, 0.0], [0.0, 0.0, 0.0], [0.2, 0.2, 0.0], [-0.1, 0.0, 0.0], [0.0, 0.0, 0.0], [0.0, 0.0, 0.0], [0.0, -0.1, 0.0], [0.0, 0.1, 0.1], [0.0, 0.0, 0.0], [0.0, 0.0, 0.0], [0.0, 0.0, 0.0], [0.0, 0.0, 0.0], [0.0, 0.0, 0.0], [0.0, 0.0, 0.0], [0.0, 0.0, 0.0], [0.0, 0.0, 0.0]],
  "lowdin_charge": [0.5909, -0.2358, 1.0198, -0.3886, 0.1343, -0.2137, -0.0122, -0.0751, -0.0746, -0.0097, -0.2122, 0.1473, -0.4198, 1.0391, -0.2587, -0.6886, -0.0968, -0.0946, -0.1002, -0.6895, -0.1023, -0.0931, -0.1129, 0.0567, -0.0001, 0.0147, 0.1132, 0.1037, 0.1038, 0.1150, 0.0372, 0.0336, 0.0027, 0.0733, 0.0681, 0.0889, 0.0738, 0.0951, 0.0481, 0.0786, 0.0350, 0.0952, 0.0619, 0.0905, 0.0117, 0.0567, 0.0690, 0.0874, -0.0081, 0.0970, 0.0616, -0.1766, 0.4581, -0.1478, -0.1571, -0.1752, -0.3491, -0.0729, -0.0922, -0.0896, -0.0759, -0.3279, -0.2038, 0.3935, -0.2057, -0.1743, -0.1746, 0.0340, -0.0008, 0.0306, 0.0380, 0.0325, 0.0162, 0.0406, 0.0255, -0.0142, 0.0889, 0.1021, 0.1034, 0.0881, 0.0254, 0.0463, -0.0298, 0.0372, 0.0248, 0.0348, 0.0068, 0.0381, 0.0051, 0.7526, 0.7326, -0.7300, -0.1094, -0.0703, -0.0610, -0.1483, 0.0034, -0.7298, -0.0770, -0.0560, -0.0618, -0.1768, -0.1214, 0.0958, 0.1059, 0.1007, 0.0909, 0.1093, 0.1105, 0.1105, 0.1101]
}

***

Record 2
{
  "formula": "C40H59CuN4O3SSbSe",
  "method": "the ωB97M-V functional and the def2-TZVPD basis",
  "e_above_lowest_ev": 0.0000,
  "e_tot_ev": -181901.9921,
  "spin_multiplicity": 2,
  "e_lumo_ev": [0.48, -1.77],
  "s_squared": 0.77,
  "elements": ["Cu", "C", "C", "O", "N", "C", "C", "C", "C", "C", "C", "N", "H", "H", "H", "H", "H", "H", "H", "H", "H", "H", "C", "C", "C", "Sb", "C", "C", "C", "C", "C", "C", "H", "H", "H", "H", "H", "H", "H", "H", "H", "H", "H", "H", "H", "H", "H", "H", "H", "H", "H", "H", "H", "C", "N", "C", "C", "N", "C", "S", "H", "H", "H", "H", "H", "H", "C", "C", "C", "C", "C", "C", "C", "C", "C", "C", "O", "O", "H", "H", "H", "H", "H", "H", "H", "H", "H", "H", "H", "C", "C", "C", "C", "C", "C", "Se", "C", "C", "C", "H", "H", "H", "H", "H", "H", "H", "H", "H", "H", "H"],
  "positions_angstrom": [[0.069, 0.731, 1.357], [1.832, 2.290, 4.488], [2.182, 1.984, 3.057], [2.514, 0.865, 2.689], [2.174, 3.048, 2.208], [2.455, 2.906, 0.795], [1.246, 3.150, -0.073], [1.243, 4.166, -1.017], [0.113, 4.368, -1.794], [-0.989, 3.561, -1.583], [-0.916, 2.575, -0.613], [0.182, 2.360, 0.116], [1.261, 1.457, 4.885], [1.240, 3.199, 4.583], [2.758, 2.405, 5.055], [1.752, 3.902, 2.532], [2.807, 1.885, 0.648], [3.254, 3.590, 0.502], [2.122, 4.786, -1.138], [0.093, 5.152, -2.540], [-1.901, 3.691, -2.150], [-1.759, 1.941, -0.372], [-1.504, -3.860, -1.300], [-0.739, -3.181, -2.431], [0.744, -3.542, -2.376], [-0.948, -1.016, -2.407], [-0.868, -0.707, -4.570], [-1.646, -1.730, -5.387], [0.571, -0.589, -5.060], [-3.118, -0.981, -2.252], [-3.714, 0.217, -2.983], [-3.522, -0.970, -0.779], [-1.335, -4.942, -1.334], [-2.579, -3.695, -1.375], [-1.171, -3.508, -0.321], [-1.162, -3.507, -3.383], [1.181, -3.187, -1.438], [1.310, -3.096, -3.198], [0.885, -4.628, -2.423], [-1.348, 0.270, -4.688], [-1.158, -2.707, -5.362], [-1.697, -1.426, -6.437], [-2.669, -1.861, -5.029], [1.128, -1.519, -4.914], [1.111, 0.197, -4.534], [0.601, -0.359, -6.130], [-3.471, -1.903, -2.724], [-3.296, 1.156, -2.607], [-4.796, 0.262, -2.823], [-3.539, 0.181, -4.059], [-3.204, -0.055, -0.276], [-3.086, -1.799, -0.218], [-4.611, -1.038, -0.679], [-0.088, -1.468, 4.333], [1.144, -1.830, 3.649], [2.359, -2.114, 4.241], [3.251, -2.319, 3.251], [2.562, -2.163, 2.068], [1.278, -1.842, 2.311], [0.065, -1.548, 1.148], [0.087, -1.531, 5.404], [-0.882, -2.156, 4.049], [-0.379, -0.453, 4.053], [2.477, -2.138, 5.309], [4.299, -2.554, 3.286], [2.936, -2.146, 1.127], [-5.716, 0.487, 7.343], [-4.767, 0.681, 6.190], [-4.663, -0.262, 5.178], [-3.799, -0.090, 4.100], [-3.740, -1.128, 3.009], [-2.998, 1.052, 4.056], [-3.074, 2.009, 5.070], [-2.207, 3.241, 5.042], [-3.968, 1.817, 6.115], [-2.029, 1.220, 2.911], [-2.466, 1.260, 1.749], [-0.795, 1.273, 3.221], [-6.299, -0.425, 7.223], [-6.412, 1.324, 7.423], [-5.177, 0.420, 8.290], [-5.278, -1.156, 5.220], [-4.251, -2.039, 3.321], [-2.711, -1.375, 2.739], [-4.211, -0.752, 2.100], [-2.174, 3.681, 4.044], [-1.180, 2.990, 5.311], [-2.580, 3.989, 5.741], [-4.041, 2.571, 6.893], [5.586, -0.424, -6.630], [4.888, -0.388, -5.301], [4.881, -1.498, -4.465], [4.248, -1.483, -3.231], [4.314, -2.706, -2.360], [3.578, -0.310, -2.823], [2.587, -0.276, -1.231], [3.613, 0.841, -3.644], [2.975, 2.134, -3.216], [4.259, 0.776, -4.866], [5.775, -1.448, -6.951], [6.548, 0.091, -6.573], [4.994, 0.075, -7.398], [5.383, -2.404, -4.786], [4.851, -3.505, -2.869], [3.319, -3.066, -2.095], [4.836, -2.484, -1.427], [1.904, 2.018, -3.037], [3.123, 2.902, -3.975], [3.403, 2.484, -2.275], [4.273, 1.655, -5.502]],
  "atomic_forces_ev_per_a": [[-0.1, 0.0, -0.1], [0.0, 0.0, 0.0], [0.1, 0.0, -0.1], [0.0, 0.0, 0.0], [-0.1, 0.0, 0.0], [0.0, 0.0, 0.0], [0.0, 0.0, 0.0], [0.0, 0.0, 0.0], [0.0, 0.0, 0.0], [0.0, 0.0, 0.0], [0.0, 0.0, 0.0], [0.1, 0.0, 0.0], [0.0, 0.0, 0.0], [0.0, 0.0, 0.0], [0.0, 0.0, 0.0], [0.0, 0.0, 0.0], [0.0, 0.0, 0.0], [0.0, 0.0, 0.0], [0.0, 0.0, 0.0], [0.0, 0.0, 0.0], [0.0, 0.0, 0.0], [0.0, 0.0, 0.0], [0.0, 0.0, 0.0], [0.1, 0.0, 0.0], [-0.1, 0.0, 0.0], [0.1, 0.0, -0.1], [-0.1, 0.0, 0.0], [0.0, 0.0, 0.0], [0.0, 0.0, 0.0], [0.0, 0.0, 0.1], [0.0, 0.0, 0.0], [0.0, 0.0, 0.0], [0.0, 0.0, 0.0], [0.0, 0.0, 0.0], [0.0, 0.0, 0.0], [0.0, 0.0, 0.0], [0.0, 0.0, 0.0], [0.0, 0.0, 0.0], [0.0, 0.0, 0.0], [0.0, 0.0, 0.0], [0.0, 0.0, 0.0], [0.0, 0.0, 0.0], [0.0, 0.0, 0.0], [0.0, 0.0, 0.0], [0.1, 0.0, 0.0], [0.0, 0.0, 0.0], [0.0, 0.0, 0.0], [0.0, 0.0, 0.0], [0.0, 0.0, 0.0], [0.0, 0.0, 0.0], [0.0, 0.0, 0.0], [0.0, 0.0, 0.0], [0.0, 0.0, 0.0], [0.0, -0.1, 0.1], [0.0, 0.0, 0.0], [0.0, 0.0, 0.0], [0.1, 0.0, 0.0], [0.0, 0.0, -0.2], [-0.1, 0.0, 0.1], [0.1, 0.1, 0.0], [0.0, 0.0, 0.0], [0.0, 0.0, 0.0], [0.1, -0.1, 0.1], [0.0, 0.0, 0.0], [0.0, 0.0, 0.0], [-0.1, 0.0, 0.2], [0.0, 0.0, 0.0], [0.0, 0.0, 0.0], [0.0, 0.0, 0.0], [0.0, 0.0, 0.0], [0.0, 0.0, 0.0], [0.0, 0.0, 0.0], [0.0, 0.0, 0.0], [0.0, 0.0, 0.0], [0.0, 0.0, 0.0], [-0.1, 0.1, -0.1], [0.0, 0.0, 0.0], [0.1, 0.2, 0.0], [0.0, 0.0, 0.0], [0.0, 0.0, 0.0], [0.0, 0.0, 0.0], [0.0, 0.0, 0.0], [0.0, 0.0, 0.0], [0.0, 0.0, 0.0], [0.0, 0.0, 0.0], [0.0, 0.0, 0.0], [0.0, 0.0, 0.0], [0.0, 0.0, 0.0], [0.0, 0.0, 0.0], [0.0, 0.0, 0.0], [0.0, 0.0, 0.0], [0.0, 0.0, 0.0], [0.0, 0.0, 0.0], [0.0, 0.0, 0.0], [0.0, 0.1, 0.0], [0.0, -0.1, 0.2], [0.0, 0.0, 0.0], [0.0, 0.0, 0.0], [0.0, 0.0, 0.0], [0.0, 0.0, 0.0], [0.0, 0.0, 0.0], [0.0, 0.0, 0.0], [0.0, 0.0, 0.0], [0.0, 0.0, 0.0], [0.1, 0.0, 0.0], [0.0, 0.0, 0.0], [0.0, 0.0, 0.0], [0.0, 0.0, 0.0], [0.0, 0.0, 0.0], [0.0, 0.0, 0.0]],
  "lowdin_spin": [-0.0004, 0.0001, 0.0001, 0.0021, 0.0005, 0.0049, -0.0001, 0.0006, 0.0000, 0.0003, 0.0006, -0.0003, 0.0000, 0.0000, 0.0000, 0.0001, 0.0102, 0.0000, 0.0001, 0.0000, 0.0000, 0.0005, 0.0000, 0.0009, 0.0023, 0.0484, 0.0020, 0.0009, -0.0013, 0.0243, 0.0016, 0.0011, -0.0001, 0.0000, 0.0000, 0.0006, 0.0024, 0.0001, 0.0003, 0.0001, 0.0000, 0.0002, 0.0002, -0.0001, -0.0006, 0.0000, 0.0019, 0.0003, 0.0006, 0.0000, 0.0003, 0.0001, 0.0003, 0.0000, -0.0001, 0.0001, 0.0000, 0.0008, 0.0003, 0.0016, 0.0000, 0.0000, 0.0000, 0.0000, 0.0000, 0.0022, 0.0000, 0.0000, 0.0000, 0.0000, 0.0000, 0.0000, 0.0000, 0.0000, 0.0000, 0.0000, 0.0000, 0.0000, 0.0000, 0.0000, 0.0000, 0.0000, 0.0000, 0.0000, 0.0000, 0.0000, 0.0000, 0.0000, 0.0000, 0.0123, 0.0677, -0.0089, 0.0567, 0.0070, 0.0551, 0.6373, 0.0528, 0.0065, -0.0099, 0.0003, 0.0046, 0.0021, -0.0019, -0.0002, 0.0018, 0.0031, 0.0021, -0.0002, 0.0025, -0.0019]
}